Entry 1:
{"formula": "C24H60N4O8", "method": "the ωB97M-V functional and the def2-TZVPD basis", "species": ["C", "O", "C", "C", "N", "C", "C", "O", "C", "H", "H", "H", "H", "H", "H", "H", "H", "H", "H", "H", "H", "H", "H", "H", "C", "O", "C", "C", "N", "C", "C", "O", "C", "H", "H", "H", "H", "H", "H", "H", "H", "H", "H", "H", "H", "H", "H", "H", "C", "O", "C", "C", "N", "C", "C", "O", "C", "H", "H", "H", "H", "H", "H", "H", "H", "H", "H", "H", "H", "H", "H", "H", "C", "O", "C", "C", "N", "C", "C", "O", "C", "H", "H", "H", "H", "H", "H", "H", "H", "H", "H", "H", "H", "H", "H", "H"], "xyz": [[4.36, -5.38, 2.35], [4.22, -4.01, 1.91], [4.78, -3.78, 0.62], [3.80, -2.86, -0.12], [2.70, -3.58, -0.73], [1.78, -2.62, -1.36], [0.92, -1.78, -0.40], [0.27, -2.55, 0.56], [-0.44, -1.73, 1.45], [3.83, -5.31, 3.31], [5.41, -5.56, 2.61], [3.97, -6.10, 1.64], [4.85, -4.69, 0.01], [5.74, -3.27, 0.70], [4.38, -2.53, -0.99], [3.56, -2.04, 0.56], [2.07, -4.01, -0.05], [1.06, -3.16, -1.99], [2.33, -2.10, -2.16], [0.23, -1.29, -1.11], [1.53, -0.97, 0.03], [-0.93, -2.42, 2.14], [-1.15, -1.01, 1.04], [0.16, -1.15, 2.17], [3.05, 1.50, 1.43], [3.88, 0.38, 1.55], [4.91, 0.29, 0.60], [4.58, 0.33, -0.91], [4.34, 1.67, -1.41], [4.43, 1.77, -2.88], [3.17, 1.39, -3.64], [3.27, 0.00, -3.97], [2.11, -0.47, -4.59], [2.67, 1.70, 0.42], [3.58, 2.44, 1.66], [2.27, 1.43, 2.19], [5.41, -0.67, 0.71], [5.67, 1.07, 0.77], [3.73, -0.32, -1.12], [5.48, -0.15, -1.34], [5.07, 2.27, -1.05], [5.36, 1.34, -3.27], [4.54, 2.84, -3.04], [3.09, 2.00, -4.54], [2.29, 1.50, -3.01], [2.13, -1.52, -4.86], [1.89, 0.00, -5.56], [1.21, -0.35, -3.97], [-3.10, 2.18, 5.85], [-2.02, 2.59, 5.06], [-0.98, 1.61, 4.98], [-0.28, 1.90, 3.66], [-1.27, 1.78, 2.59], [-0.83, 2.19, 1.25], [-2.07, 2.28, 0.37], [-2.96, 3.21, 0.93], [-4.15, 3.40, 0.21], [-3.76, 1.40, 5.49], [-3.67, 3.08, 6.11], [-2.78, 1.97, 6.88], [-1.29, 0.56, 5.00], [-0.38, 1.82, 5.88], [0.57, 1.25, 3.42], [0.08, 2.94, 3.71], [-2.02, 2.41, 2.85], [-0.05, 1.52, 0.90], [-0.38, 3.19, 1.36], [-2.57, 1.33, 0.15], [-1.88, 2.52, -0.69], [-4.74, 2.48, 0.13], [-3.90, 3.89, -0.74], [-4.85, 4.03, 0.76], [-2.29, 2.21, -4.95], [-3.42, 1.86, -4.22], [-3.18, 1.00, -3.13], [-4.52, 0.70, -2.46], [-4.39, -0.10, -1.26], [-5.67, -0.32, -0.61], [-5.55, -0.92, 0.78], [-5.35, -2.35, 0.59], [-4.07, -2.82, 0.95], [-1.75, 1.30, -5.26], [-1.55, 2.83, -4.43], [-2.60, 2.75, -5.84], [-2.48, 1.47, -2.43], [-2.69, 0.12, -3.56], [-5.06, 0.10, -3.19], [-4.95, 1.69, -2.31], [-3.77, -0.89, -1.29], [-6.29, -1.01, -1.19], [-6.26, 0.60, -0.54], [-6.52, -0.84, 1.29], [-4.71, -0.63, 1.41], [-3.23, -2.46, 0.34], [-4.19, -3.90, 0.90], [-3.79, -2.50, 1.96]], "smiles": "COCCNCCOC.COCCNCCOC.COCCNCCOC.COCCNCCOC", "de_lowest_kj_mol": 548.4, "homo_lumo_gap_ha": 0.3391, "total_energy_ha": -1771.11196}


Entry 2:
{"formula": "C3H6O3", "method": "the ωB97M-V functional and the def2-TZVPD basis", "species": ["C", "O", "C", "O", "C", "O", "H", "H", "H", "H", "H", "H"], "xyz": [[2.13, -0.43, 0.00], [0.84, -0.89, 0.55], [-0.14, -0.02, 0.18], [0.18, 1.04, -0.31], [-1.74, -0.12, 0.26], [-2.32, 0.59, -0.81], [2.05, -0.44, -1.09], [2.37, 0.59, 0.30], [2.94, -1.10, 0.31], [-2.17, -1.11, 0.17], [-2.03, 0.36, 1.20], [-2.11, 1.53, -0.76]], "smiles": "COC(=O)CO", "de_lowest_kj_mol": 146.9, "homo_lumo_gap_ha": 0.4141, "total_energy_ha": -343.59861}


Entry 3:
{"formula": "C31H69NO4S", "method": "the ωB97M-V functional and the def2-TZVPD basis", "species": ["C", "O", "C", "C", "C", "C", "C", "C", "C", "C", "C", "O", "S", "O", "O", "N", "C", "C", "C", "H", "H", "H", "H", "H", "H", "H", "H", "H", "H", "H", "H", "H", "H", "H", "H", "H", "H", "H", "H", "H", "H", "H", "H", "H", "H", "H", "C", "C", "C", "C", "C", "C", "H", "H", "H", "H", "H", "H", "H", "H", "H", "H", "H", "H", "H", "H", "C", "C", "C", "C", "C", "C", "H", "H", "H", "H", "H", "H", "H", "H", "H", "H", "H", "H", "H", "H", "C", "C", "C", "C", "C", "C", "H", "H", "H", "H", "H", "H", "H", "H", "H", "H", "H", "H", "H", "H"], "xyz": [[0.95, 4.98, -3.46], [1.19, 3.60, -3.72], [0.10, 2.96, -4.35], [0.28, 1.44, -4.33], [-0.24, 0.82, -3.02], [0.72, 1.05, -1.79], [-0.05, 1.18, -0.43], [0.82, 0.79, 0.78], [0.19, 1.13, 2.17], [-0.90, 2.20, 2.14], [-0.42, 3.67, 1.97], [0.97, 3.88, 2.26], [1.86, 4.00, 0.89], [1.34, 5.11, 0.12], [3.30, 4.55, 1.57], [4.07, 5.16, 0.52], [5.11, 4.44, 0.29], [5.05, 2.93, 0.12], [6.48, 5.07, 0.17], [1.14, 5.22, -2.41], [-0.09, 5.24, -3.70], [1.61, 5.59, -4.09], [-0.86, 3.21, -3.87], [0.05, 3.33, -5.38], [-0.34, 1.04, -5.14], [1.33, 1.20, -4.53], [-1.23, 1.22, -2.82], [-0.26, -0.27, -3.18], [1.31, 1.95, -2.00], [1.42, 0.21, -1.79], [-0.85, 0.43, -0.49], [-0.43, 2.20, -0.40], [0.94, -0.30, 0.74], [1.84, 1.17, 0.66], [-0.26, 0.22, 2.59], [0.98, 1.40, 2.88], [-1.38, 2.16, 3.12], [-1.69, 2.00, 1.41], [-0.97, 4.28, 2.70], [-0.71, 4.07, 1.00], [4.21, 2.71, -0.54], [4.81, 2.48, 1.09], [5.99, 2.52, -0.25], [6.74, 5.37, -0.85], [7.19, 4.31, 0.49], [6.50, 5.93, 0.84], [-4.02, 2.12, -1.61], [-4.39, 0.82, -0.92], [-5.80, 0.33, -1.25], [-6.93, 1.27, -0.82], [-6.97, 1.60, 0.67], [-7.20, 0.38, 1.55], [-4.68, 2.94, -1.30], [-2.99, 2.40, -1.37], [-4.09, 2.02, -2.69], [-4.28, 0.93, 0.17], [-3.68, 0.05, -1.22], [-5.95, -0.65, -0.80], [-5.87, 0.17, -2.33], [-7.89, 0.81, -1.11], [-6.87, 2.20, -1.39], [-7.78, 2.31, 0.84], [-6.05, 2.10, 0.97], [-8.13, -0.12, 1.30], [-7.25, 0.67, 2.60], [-6.39, -0.35, 1.46], [1.66, -2.90, 2.68], [1.27, -4.03, 3.63], [-0.10, -3.83, 4.26], [-0.24, -2.58, 5.14], [0.75, -2.49, 6.30], [0.61, -3.62, 7.31], [1.74, -1.94, 3.19], [2.64, -3.11, 2.23], [0.94, -2.80, 1.87], [2.04, -4.14, 4.40], [1.26, -4.97, 3.07], [-0.35, -4.71, 4.85], [-0.86, -3.77, 3.47], [-1.26, -2.55, 5.54], [-0.13, -1.68, 4.52], [0.60, -1.54, 6.81], [1.78, -2.46, 5.92], [-0.40, -3.64, 7.73], [1.31, -3.49, 8.13], [0.81, -4.60, 6.86], [0.08, -3.10, -1.57], [1.46, -3.74, -1.46], [2.42, -3.34, -2.57], [2.00, -3.76, -3.98], [1.77, -5.25, -4.17], [3.02, -6.09, -3.94], [-0.43, -3.40, -2.49], [-0.56, -3.40, -0.74], [0.16, -2.01, -1.57], [1.35, -4.83, -1.42], [1.89, -3.44, -0.50], [3.41, -3.76, -2.35], [2.55, -2.26, -2.55], [2.77, -3.42, -4.68], [1.09, -3.22, -4.26], [1.42, -5.42, -5.20], [0.96, -5.60, -3.52], [3.82, -5.79, -4.62], [2.81, -7.15, -4.13], [3.38, -6.01, -2.92]], "homo_lumo_gap_ha": 0.3516, "total_energy_ha": -1976.30461}